Entry 1:
117
Properties=species:S:1:pos:R:3:forces:R:3 method="wB97M-V/def2-TZVPD" multiplicity=1 total_charge=0 smiles="COC[C@H](C)N.COC[C@H](C)N.COC[C@H](C)N.COC[C@H](C)N.COC[C@H](C)N.NC(N)=O.NC(N)=O.NC(N)=O.NC(N)=O" orbital_gap_ev=9.316
C -2.45801 -3.42830 1.93150 -0.1501 -1.2440 -0.7908
C -3.93281 -3.08489 2.13289 0.7996 0.1928 0.5366
C -4.87223 -3.79775 1.13889 1.6438 -0.3778 0.9549
O -4.34698 -3.66121 -0.17250 -0.6087 0.8643 0.0370
C -5.22965 -4.21016 -1.11779 -1.1125 -0.7722 -0.1077
N -4.34184 -3.35663 3.51248 -0.7373 -0.1674 -0.2716
H -2.37436 -4.50881 1.76304 -0.0212 0.0082 -0.3060
H -1.77103 -3.28050 2.76296 -0.3857 0.7029 0.2025
H -2.12286 -2.90869 1.03389 0.3511 -0.1564 0.0706
H -3.94362 -1.99900 1.95859 -0.5749 0.1101 -0.0341
H -5.90559 -3.47301 1.28695 -0.0725 0.2870 -0.4656
H -4.81879 -4.85040 1.44060 -0.1877 -0.2018 -0.1794
H -5.09486 -3.84669 -2.13519 0.6831 0.0192 0.1339
H -6.26945 -3.94999 -0.88432 0.0111 0.0491 0.1387
H -5.17598 -5.30293 -1.09702 0.1195 0.0023 -0.1607
H -5.18828 -3.91278 3.52321 -0.0992 0.1730 0.2139
H -3.66782 -3.84856 4.08610 0.2778 0.0914 -0.2363
C -1.68464 0.98525 -0.43785 -0.8754 -1.3904 0.6291
C -1.65918 0.34869 0.97413 0.9580 -0.7710 -0.3204
C -0.23968 -0.13613 1.36024 0.3431 0.1593 -0.8078
O 0.64375 0.97632 1.28484 0.2755 -0.0837 0.0408
C 1.62827 0.82491 0.28746 1.3953 0.0932 -0.0868
N -2.17632 1.30244 1.94765 0.7157 0.0391 0.4144
H -1.35695 0.25363 -1.17955 0.2872 0.2602 -0.1470
H -1.17638 1.94171 -0.49418 0.1685 -0.0728 -0.0340
H -2.74890 1.14257 -0.62435 0.0910 0.3326 -0.2994
H -2.21096 -0.59745 1.02443 -0.5742 0.2722 -0.2961
H 0.14944 -0.89563 0.66945 -0.6123 0.1290 -0.5175
H -0.11023 -0.70704 2.28966 -0.5424 0.7852 0.5368
H 1.30228 0.91658 -0.75199 -0.5601 0.1003 0.1051
H 2.18789 -0.11505 0.34677 -0.4559 -0.3382 0.2659
H 2.42734 1.55329 0.43995 -0.3909 0.4342 0.1495
H -3.03081 1.73233 1.61125 -0.0651 -0.1418 -0.0983
H -1.48279 2.04844 1.89923 -0.1780 0.1963 0.4577
C -0.88523 -3.53639 -6.03632 0.5299 -0.0067 -0.4021
C -1.71338 -2.27572 -6.14400 1.7505 0.8951 0.7956
C -0.84796 -0.96245 -6.08702 -1.0082 -0.8398 2.2812
O -1.74142 0.15203 -6.05555 0.6632 0.0771 -1.3160
C -2.43552 0.40255 -4.85634 -0.1366 0.8245 -0.4183
N -2.46953 -2.29226 -7.37446 -0.3115 0.9180 -0.3576
H -0.20947 -3.65573 -5.18798 -0.3916 0.3935 0.3621
H -0.19339 -3.51799 -6.88619 -0.2030 -0.4534 -0.2085
H -1.55180 -4.39716 -6.07317 0.1859 -0.1164 -0.2080
H -2.34382 -2.18481 -5.25386 -0.4394 -0.2074 -0.3168
H -0.06869 -0.92311 -6.84680 -0.4548 0.4466 -0.4776
H -0.33710 -0.90074 -5.11758 0.3441 -0.4348 -0.0071
H -1.80021 0.42556 -3.96690 0.0791 -0.4756 0.0151
H -3.32397 -0.22365 -4.75173 0.1571 -0.2478 0.2722
H -2.79162 1.42745 -4.97300 -0.1291 -0.0284 0.1069
H -1.80755 -2.40533 -8.14236 0.0179 -0.4648 0.0827
H -2.69698 -1.30023 -7.49079 -0.6699 -0.2404 -0.1329
C 5.16463 -2.50448 0.89296 0.0771 1.4217 0.6401
C 4.59247 -1.67026 -0.25811 0.5460 -0.9979 -0.5726
C 4.85600 -0.16686 -0.13457 -0.0263 0.3230 0.6748
O 6.25098 0.05115 -0.26145 0.0366 0.0398 -0.1343
C 6.55076 1.42653 -0.47175 0.0515 -0.7976 -0.5290
N 5.21482 -2.08762 -1.52850 0.5566 -0.0170 -0.3080
H 5.17099 -3.57860 0.72451 -0.1421 0.0330 -0.2157
H 4.58984 -2.27740 1.79611 0.0442 -0.2484 0.1206
H 6.17858 -2.13926 1.07212 0.1048 -0.3195 0.0664
H 3.53024 -1.92285 -0.31824 -0.1305 0.5374 -0.0838
H 4.51294 0.26118 0.81659 0.0109 -0.3582 0.2831
H 4.33185 0.45633 -0.86818 -0.0971 -0.4737 -0.4597
H 7.55911 1.49413 -0.87977 0.1764 -0.0854 0.4399
H 6.44810 1.96065 0.47095 -0.0932 0.3854 -0.2622
H 5.91882 1.78337 -1.29083 -0.2832 0.4440 0.3605
H 6.08549 -1.56520 -1.60837 -0.2260 0.3358 -0.1257
H 5.59922 -3.02426 -1.44380 -0.5505 -0.2335 0.0462
C 5.96391 2.85342 3.13600 0.5275 -0.2132 -0.3377
C 5.74288 1.95966 4.36998 -0.1608 0.6698 0.0617
C 4.61046 0.93767 4.26688 0.5710 -0.0847 -0.0830
O 3.39671 1.61736 4.13384 0.1574 0.4861 -0.1240
C 2.25884 0.81976 4.27107 -1.1041 1.1748 0.2068
N 7.02166 1.34161 4.78034 -0.2520 -0.2239 0.6833
H 5.13118 2.96946 2.44158 -0.4475 0.1963 0.5838
H 6.75276 2.47212 2.47951 0.1281 -0.4851 0.4041
H 6.35643 3.82719 3.43287 -0.3658 0.1338 0.0461
H 5.49020 2.57247 5.24387 -0.7131 0.3952 -0.4586
H 4.60779 0.36957 5.20849 0.0026 -0.2349 -0.0891
H 4.75346 0.24897 3.42316 0.1445 -0.1070 0.0454
H 1.42006 1.52042 4.35897 0.0971 0.1478 -0.0111
H 2.24707 0.30121 5.23496 0.2334 -0.6934 -0.3662
H 1.98634 0.27702 3.36146 0.4988 -0.6870 0.2587
H 7.49890 2.10611 5.25676 0.5033 0.0149 -0.5048
H 6.76618 0.80831 5.61556 0.1768 -0.4837 -0.2704
C -5.03951 0.03776 -1.27476 -0.8267 0.7503 -0.9777
O -5.07514 1.09599 -1.91526 -0.0044 -0.8491 0.3909
N -5.26078 0.01309 0.06097 0.1057 0.5113 1.0713
N -4.92147 -1.19133 -1.83012 0.2409 0.3481 0.6126
H -5.10743 -0.77096 0.66957 -0.0254 -0.2007 -0.2424
H -5.47837 0.88412 0.51320 0.1559 0.0471 -0.1354
H -4.95780 -1.29960 -2.82525 0.3111 -0.0617 0.0248
H -4.70773 -1.91417 -1.16060 0.0430 -0.5655 -0.5925
C -1.73849 -1.26052 5.17442 0.0677 -0.4289 1.5335
O -1.74802 -2.27853 5.87410 -0.3231 0.3113 -1.0123
N -0.92915 -0.21616 5.47395 0.6674 0.7457 -0.1974
N -2.55119 -0.95655 4.14412 -0.8201 -0.5465 -1.1014
H -0.90417 0.55521 4.83035 0.1959 0.1895 0.2794
H -0.30414 -0.24756 6.25580 0.0150 -0.1631 -0.0484
H -2.37214 -0.17364 3.53108 0.0569 0.2792 0.1246
H -3.20536 -1.63830 3.79090 0.0548 -0.0291 0.5793
C 2.00762 4.92261 -0.29387 0.9312 -1.7367 1.5966
O 2.81077 4.71955 0.61985 -0.1957 0.6366 -0.6342
N 2.23357 5.77919 -1.32453 -0.0174 0.1213 0.2979
N 0.86859 4.19879 -0.39306 -1.1314 0.4851 -1.4534
H 3.15049 6.18421 -1.34867 -0.1484 0.2116 -0.2558
H 1.54057 5.88813 -2.03755 0.2813 0.2547 -0.2600
H 0.52244 3.48960 0.22269 0.5497 0.1177 0.5310
H 0.28301 4.38436 -1.19312 -0.3555 -0.2117 0.2523
C -2.84568 4.23175 -2.54850 1.0950 -0.7543 0.6009
O -2.14294 4.14537 -1.53819 -0.1864 0.4497 -0.7271
N -3.88449 3.40255 -2.78829 0.4115 0.7111 0.4786
N -2.58486 5.04554 -3.64462 -0.4792 0.4597 -0.1730
H -4.39298 3.57784 -3.63008 -0.5079 -0.6253 0.0222
H -4.15588 2.74526 -2.06620 -0.3485 -0.0393 -0.5048
H -1.94233 5.81906 -3.58752 0.1059 -0.1970 0.5690
H -3.45707 5.34198 -4.05313 0.1294 0.1611 -0.4330


Entry 2:
11
Properties=species:S:1:pos:R:3:forces:R:3 method="wB97M-V/def2-TZVPD" multiplicity=1 total_charge=0 smiles="Oc1[nH]oc(=S)c1O" orbital_gap_ev=8.614
C 0.06898 0.78850 -1.17917 0.0987 1.4161 -0.4293
C 0.16251 -0.27067 0.74017 0.4638 0.3252 1.7082
C -0.49241 -0.23800 -0.51424 1.2404 0.2824 0.0050
H -0.75088 0.80739 -2.92346 0.1460 -0.0520 0.2770
H 1.81251 1.82181 -0.64932 -0.4175 -0.1932 -0.1287
H -1.43143 -1.78067 -0.21196 -0.1936 -0.2146 -0.0355
N 0.86708 1.58128 -0.33835 0.1705 -0.7554 0.4182
O -0.08872 1.29731 -2.41251 -0.0343 -0.2911 0.1611
O 1.03091 0.81506 0.86834 -1.1787 -0.6087 -1.3452
O -1.34481 -1.16634 -0.96208 -0.2891 -0.1729 0.0858
S -0.05709 -1.32280 1.99516 -0.0061 0.2642 -0.7165


Entry 3:
86
Properties=species:S:1:pos:R:3:forces:R:3 method="wB97M-V/def2-TZVPD" multiplicity=5 total_charge=+2 orbital_gap_ev="3.128 / 2.668" s_squared=6.07
Os 0.30334 2.27917 -1.13107 0.3839 -3.2887 1.9315
C 1.10552 1.11676 1.99649 0.6478 -0.8899 -0.0090
C 2.09950 1.53387 1.13930 -0.2856 0.6490 0.7334
C 0.05307 2.77094 0.75249 0.8015 0.3953 2.1145
C -0.10260 1.80993 1.77726 -0.4183 1.6670 0.8069
C 1.57218 2.72192 0.34673 -0.7432 0.3531 1.3882
C 1.27530 0.27981 3.19016 0.1313 -0.4262 0.2198
H 2.10659 -0.41958 3.09602 -0.0337 0.1213 0.0857
H 0.35554 -0.28183 3.40474 0.0122 -0.0217 0.2487
H 1.46725 0.94457 4.05055 -0.0820 -0.2494 -0.0831
C -1.16757 1.90033 2.77023 -0.6371 -0.3204 -0.8293
H -1.46524 0.90463 3.11976 0.0184 -0.0762 0.2899
H -2.02967 2.38074 2.28692 0.1066 -0.0022 0.6486
H -0.77115 2.49349 3.61851 -0.2375 -0.2040 -0.1735
C -0.66441 4.04889 0.57119 -0.7432 0.6086 0.7089
H -0.13612 4.91056 1.02944 -0.2834 -0.3400 -0.5325
H -1.64853 3.97434 1.04136 0.0126 0.1866 -0.2481
H -0.81017 4.19416 -0.52656 -0.1325 0.7021 0.4391
C 2.28306 4.01067 0.65734 0.3888 -0.0407 -0.2535
H 1.88201 4.29233 1.64909 0.6315 0.3397 -0.3691
H 2.13210 4.81016 -0.08699 -0.1458 -0.3095 0.4379
H 3.35475 3.79535 0.70408 -0.1046 0.3368 0.1910
C 3.50101 1.14928 1.40442 0.6591 0.0563 -0.2810
H 3.75723 1.33795 2.45847 -0.1929 0.0801 -0.1878
H 4.27278 1.62909 0.78944 -0.3779 0.0080 0.0117
H 3.59963 0.07185 1.27937 0.0221 -0.0855 0.1878
C 0.13687 -2.04827 0.58892 0.3695 1.1969 0.9513
C 1.37897 -2.24719 1.03919 -0.3653 -2.6839 0.7597
C 2.64309 -2.70093 0.33911 0.6715 0.1693 0.1485
C 2.95756 -2.15581 -1.05561 0.3794 -0.5939 -0.0534
C 2.90223 -0.69777 -1.04035 -0.5362 0.6861 -0.5878
C 1.77889 -0.01783 -1.30315 -0.4789 1.3508 0.4747
C 0.37199 -0.45189 -1.43792 0.2478 -0.4711 2.1528
C -0.22414 -1.76917 -0.81698 -0.5680 0.4606 -1.3464
H 2.68055 -3.79767 0.19302 -0.2868 0.3492 0.6352
H 2.22546 -2.55431 -1.76434 0.2917 -0.0354 -0.0589
H 3.48527 -2.44220 1.01458 -0.2957 -0.2895 -0.3581
H -0.01149 -2.61144 -1.49111 0.1363 0.0570 0.1640
H -0.70024 -1.89156 1.30280 0.6128 -0.2970 -0.3217
H 1.41586 -2.63414 2.07943 -0.0379 0.9469 -0.3383
H -1.31970 -1.63191 -0.83610 0.3541 -0.1014 -0.1800
H -0.39504 0.32310 -1.07685 0.4191 -0.1149 -0.3912
H 1.91584 1.14340 -1.23843 0.3584 -1.6891 -0.4857
H 0.10195 -0.59880 -2.66117 0.0694 0.3171 0.3220
H 3.98002 -2.48045 -1.32554 -0.5978 -0.0286 -0.0767
H 3.77589 -0.12893 -0.73858 0.0442 -0.1632 -0.4015
P -0.31004 -0.92593 -4.11254 -0.3511 -1.6788 -0.9738
P 0.27897 2.69988 -3.17387 0.0961 2.4951 -7.6084
C -0.01339 0.48382 -5.16660 -0.0477 0.2455 -0.4683
C -0.55016 1.82012 -4.61349 -0.2360 -0.1028 0.0946
H -0.56732 0.25532 -6.08992 0.2120 0.1153 -0.0044
H 1.05887 0.51269 -5.43690 -0.4352 0.0471 0.2087
H -0.52077 2.52851 -5.45913 -0.0196 -0.1439 0.4348
H -1.61265 1.73481 -4.32365 0.2562 -0.0841 -0.2372
C -0.48828 4.32813 -3.57161 -0.1682 0.0972 -0.0531
H -0.04923 5.12951 -2.96737 -0.0925 -0.1738 -0.0120
H -1.57114 4.29410 -3.39579 0.2051 0.0735 0.0376
H -0.32568 4.57383 -4.63367 -0.0252 -0.1099 0.3985
C 1.94970 2.99508 -3.91090 0.0884 -0.2790 0.2838
H 1.84054 3.39176 -4.93783 -0.0371 -0.2039 0.4963
H 2.51121 2.04379 -3.93568 -0.0219 0.5425 0.0664
H 2.46182 3.74459 -3.28279 -0.0288 -0.4249 -0.3315
C -2.00004 -1.54273 -4.13027 -0.3174 0.3351 -0.3565
H -2.15590 -2.19983 -3.25854 -0.0788 0.4037 -0.2783
H -2.08909 -2.15865 -5.04746 -0.1684 0.3984 0.4467
H -2.70602 -0.70319 -4.17293 -0.0876 -0.4443 0.2166
C 0.54152 -2.43126 -4.63005 0.3399 -0.2808 -0.4930
H 1.54148 -2.23635 -5.04653 -0.2851 -0.1877 0.2980
H -0.09634 -2.88823 -5.41423 0.4970 0.2356 0.2682
H 0.58019 -3.16674 -3.80325 0.1063 0.4924 -0.3200
O -2.19740 -1.15545 6.84312 0.3904 -0.0246 -0.5827
S -1.65534 -1.97797 5.78830 -1.1157 -0.6027 -0.7466
O -0.50071 -2.78264 6.09365 0.1689 0.4107 -0.2322
N -1.50398 -1.18027 4.36252 0.2503 0.9565 -0.9965
C -2.41130 -1.50323 3.39789 0.5883 -0.0689 1.2915
O -2.49859 -0.97218 2.26634 0.4159 -0.1162 0.3534
C -3.28359 -2.62897 3.86508 -0.7736 -0.3240 -0.3680
C -4.33780 -3.25993 3.18856 0.2246 0.0819 0.0726
C -4.97387 -4.34901 3.79637 0.2918 0.1296 0.2571
C -4.56385 -4.79197 5.07066 0.1996 0.3735 -0.1225
C -3.55072 -4.11323 5.76992 -0.1928 0.1762 -0.5638
C -2.93838 -3.03124 5.13607 -0.4528 -0.8115 0.6921
H -4.64202 -2.88116 2.20581 0.1150 -0.2566 0.3933
H -5.79478 -4.86135 3.28797 0.3102 0.1817 0.1692
H -5.04839 -5.66303 5.51486 0.1326 0.3061 -0.0810
H -3.23285 -4.39704 6.76828 -0.1390 -0.0944 -0.1350


Entry 4:
47
Properties=species:S:1:pos:R:3:forces:R:3 method="wB97M-V/def2-TZVPD" multiplicity=1 total_charge=+1 orbital_gap_ev=5.732
C -0.21464 2.52581 2.81887 -0.0992 0.5509 0.0778
C -0.86459 1.18414 2.84448 0.2272 -0.1417 0.2243
C -2.25724 1.14308 2.80831 -0.1199 -0.1205 -0.0588
C -2.95036 -0.06209 2.80962 0.2284 -0.0132 0.0529
C -2.21698 -1.24342 2.80867 -0.1186 0.1087 -0.0605
C -0.82370 -1.23805 2.84516 0.2217 0.1530 0.2230
C -0.12879 -2.55721 2.82008 -0.0877 -0.5497 0.0764
C -0.13234 -0.01501 2.93745 -1.0209 -0.0218 -0.1465
N 1.26123 0.00850 3.14672 2.3702 0.0939 0.0060
C 2.44017 0.04116 3.30669 -3.6130 -0.1801 -0.4360
H 0.87185 2.48102 2.81202 -0.0276 0.0242 0.0125
H -0.55592 3.08173 1.93465 0.1879 -0.1337 0.1795
H -0.55042 3.10030 3.69192 0.2344 -0.0299 -0.1409
H -2.79790 2.09192 2.79401 0.1484 -0.2869 -0.0546
H -4.04286 -0.08163 2.81252 0.3996 0.0129 -0.0318
H -2.72434 -2.21063 2.79410 0.1327 0.3000 -0.0531
H 0.95575 -2.47588 2.81407 -0.0342 -0.0274 0.0141
H -0.44636 -3.14278 3.69270 0.2381 0.0397 -0.1432
H -0.45129 -3.12411 1.93566 0.1880 0.1404 0.1815
C 5.43662 0.56057 3.72253 0.2555 -0.6629 0.5037
C 6.05279 0.85644 2.46501 0.9461 0.8439 -1.2814
C 5.72118 0.22302 1.23086 -0.1121 0.4488 0.2442
C 6.33621 0.59708 0.03083 -0.0294 0.0299 0.1225
C 7.28284 1.62827 -0.00352 -0.0005 -0.1207 0.6889
C 7.66636 2.23601 1.20008 0.0010 0.1351 0.1559
C 7.07402 1.85303 2.39464 -0.1821 -0.1184 0.2763
C 6.09542 0.76733 4.92793 0.4276 0.3412 0.1852
C 5.71860 0.32401 6.19100 -0.2971 0.3287 -0.3769
C 6.25090 0.82763 7.42517 0.5370 0.2630 0.7599
C 5.83367 0.26747 8.66105 -0.0893 -0.0585 -0.2314
C 6.25617 0.78089 9.88133 0.2612 0.2185 -0.0529
C 7.14018 1.87168 9.91306 -0.1857 -0.2729 -0.3966
C 7.59494 2.43191 8.70894 -0.0354 -0.0939 -0.1998
C 7.16017 1.92640 7.48980 -0.1793 -0.2544 -0.0841
H 4.40342 0.19159 3.72932 0.5369 -0.2856 -0.0969
H 4.97220 -0.55886 1.22943 -0.0102 -0.0006 -0.0291
H 6.07619 0.10250 -0.90839 -0.0383 0.0756 0.4411
H 7.74016 1.95939 -0.93523 -0.1947 -0.2040 0.1737
H 8.42197 3.03269 1.22212 -0.4008 -0.4150 -0.1277
H 7.35359 2.36799 3.31854 -0.0378 -0.0676 -0.5106
H 7.03354 1.31922 4.89016 -0.1855 -0.1232 -0.0008
H 4.96485 -0.46237 6.25077 -0.0693 0.2610 0.0906
H 5.16444 -0.59184 8.63700 0.0797 0.1867 0.0593
H 5.91967 0.33383 10.81776 0.0543 0.1067 -0.3427
H 7.48433 2.27957 10.86560 -0.1386 -0.1590 -0.3004
H 8.30336 3.26406 8.72121 -0.3030 -0.2838 0.0240
H 7.51427 2.37518 6.56011 -0.0656 -0.0372 0.3832


The calculation returns the following electronic energy values, one per record and in order: -63838.467, -21625.204, -72395.386, -26726.592 eV.